(1)
Formula: C37H46InN3O2SSi
Source: the Open Molecules 2025 dataset
Level of theory: ωB97M-V/def2-TZVPD

Summary:
E_tot: -71555.8300 eV
Kohn-Sham gap: 4.8 eV

Positions of all 91 atoms, in Å:
In -0.0175 -0.7171 0.1765
C -1.9651 -3.4986 -0.1134
C -0.7666 -4.3914 0.3486
C 0.2880 -4.6278 -0.5836
C 0.2502 -3.8419 -1.9026
C 1.4475 -5.4175 -0.3262
C 2.6891 -5.2849 -1.1663
C 1.5186 -6.1853 0.9113
C 2.5617 -7.3003 1.1556
C 0.3839 -6.0142 1.7578
C 0.4695 -6.8756 3.0431
C -0.6776 -5.1321 1.5664
C -1.7213 -5.1092 2.7681
H -2.7996 -3.5805 0.5839
H -2.3658 -3.7580 -1.1063
H -1.6799 -2.4396 -0.3082
H 0.4754 -4.4705 -2.7628
H 1.0074 -3.0282 -1.8148
H -0.7017 -3.3779 -2.1054
H 3.2726 -4.3737 -0.9372
H 2.4931 -5.2477 -2.2517
H 3.3591 -6.1517 -1.0282
H 2.6260 -8.0164 0.3076
H 2.3847 -7.8616 2.0672
H 3.5821 -6.9113 1.2102
H -0.4635 -7.0414 3.5669
H 1.3026 -6.6789 3.7421
H 0.8314 -7.8956 2.9962
H -2.6109 -4.4653 2.5492
H -1.2167 -4.6140 3.6045
H -1.9920 -6.1292 3.0760
C 1.8126 9.3834 0.4824
C 1.0350 8.0757 0.7140
C 1.8282 6.8806 0.8724
C 1.3000 5.5675 0.8714
C -0.0216 5.5332 0.5609
C -0.8475 6.6205 0.4233
C -0.3322 7.8948 0.6150
S -0.9930 4.0991 0.6954
O -0.8144 3.6140 -1.0382
O -2.4036 4.5614 0.8325
N -0.2442 3.5020 1.8390
C -0.5361 3.2865 3.1539
C -1.7576 2.7362 3.5198
C -2.0207 2.2449 4.7879
C -0.8746 2.1289 5.6135
C 0.4657 2.4792 5.2068
C 1.6005 2.0792 5.8518
C 2.7494 1.7800 5.1101
C 2.7173 2.2680 3.7935
N 1.7716 3.0158 3.3157
C 0.6721 3.1690 3.8874
H 2.8187 9.1223 0.0478
H 2.0619 9.9370 1.4055
H 1.2217 9.9706 -0.2355
H 2.8778 6.9571 1.1465
H 1.9532 4.7844 1.2335
H -1.9240 6.5717 0.1218
H -1.0179 8.7312 0.6431
H -2.3890 2.6254 2.6646
H -3.0070 1.9835 5.2124
H -1.0776 1.8410 6.6417
H 1.6390 2.0213 6.9521
H 3.6996 1.5971 5.6490
H 3.4770 2.0474 3.0278
C -4.0190 -0.8695 -2.3873
Si -2.8087 -0.3488 -4.0128
C -2.9626 1.1457 -5.4539
C -2.9112 -1.5611 -5.6999
N -1.1867 -0.6726 -3.4649
C -0.0567 -0.0477 -3.8571
C 0.9200 -0.3350 -4.9702
C 2.1806 0.1031 -4.7667
C 2.6799 0.5795 -3.5181
C 1.7855 0.7562 -2.4617
C 0.4099 0.7082 -2.7597
H -4.9820 -1.2862 -2.8373
H -3.9287 0.1824 -1.9655
H -3.5656 -1.5641 -1.6030
H -3.6222 0.4663 -6.0108
H -2.0797 1.0997 -6.1405
H -3.2268 2.1852 -5.2082
H -3.9218 -2.0229 -5.7571
H -2.2248 -2.4151 -5.4994
H -2.6642 -1.1123 -6.6512
H 0.5452 -0.8848 -5.8369
H 2.8788 -0.0284 -5.6206
H 3.7585 0.6206 -3.4160
H 2.0852 0.9885 -1.4364
H -0.3549 1.2121 -2.1460
H -0.1330 4.4284 -1.1616

(2)
Formula: C37H46N4O6RhS3SiTe
Source: the Open Molecules 2025 dataset
Level of theory: ωB97M-V/def2-TZVPD

Summary:
E_tot: -108047.6129 eV
Kohn-Sham gap: 6.9 eV
Net charge: +1

Positions of all 99 atoms, in Å:
Rh 0.3602 2.1313 -0.5250
S 6.2050 1.6838 4.0130
N 6.1378 1.7009 2.4029
C 4.8584 1.8008 2.0784
C 4.3344 1.8551 0.7257
C 5.1009 1.8307 -0.4407
C 4.4592 1.8773 -1.6604
C 3.0690 1.9588 -1.7032
N 2.3437 2.0113 -0.5943
C 2.9524 1.9430 0.6002
C 2.0618 1.9593 1.7446
N 0.7356 1.9872 1.4498
C -0.1191 1.9847 2.4727
C 0.3009 2.0163 3.8006
C 1.6433 1.9999 4.1001
C 2.5524 1.9453 3.0466
C 3.9954 1.8572 3.2006
N 4.6346 1.7982 4.3584
H 6.1780 1.7610 -0.3688
H 5.0150 1.8521 -2.5863
H 2.5196 1.9850 -2.6355
H -1.1696 1.9590 2.2514
H -0.4492 2.0429 4.5779
H 2.0032 2.0049 5.1202
Te -2.1447 2.9209 -0.1836
C -3.3744 2.6655 -1.8409
C -3.4569 1.4416 -2.4932
C -4.3423 1.3004 -3.5510
C -5.1278 2.3762 -3.9427
C -5.0277 3.5965 -3.2935
C -4.1422 3.7535 -2.2344
C -3.1841 1.7293 1.1911
C -3.9592 2.3594 2.1595
C -4.6478 1.5870 3.0866
C -4.5523 0.2034 3.0511
C -3.7721 -0.4196 2.0859
C -3.0863 0.3435 1.1528
H -2.8270 0.6147 -2.1919
H -4.4143 0.3531 -4.0683
H -5.8170 2.2631 -4.7691
H -5.6367 4.4325 -3.6094
H -4.0403 4.7136 -1.7464
H -4.0371 3.4391 2.1961
H -5.2600 2.0686 3.8375
H -5.0880 -0.3931 3.7774
H -3.6947 -1.4991 2.0589
H -2.4694 -0.1358 0.4041
C 1.3938 5.3045 -2.9622
S 0.2169 4.6069 -1.8557
O -0.9306 5.4619 -1.8335
O -0.0727 3.2134 -2.3682
O 0.8750 4.3876 -0.5417
H 0.8465 5.7142 -3.8068
H 2.0872 4.5376 -3.2947
H 1.9208 6.0933 -2.4296
C -2.7368 -2.3046 -1.0428
C -1.7261 -3.3039 -1.5769
C -1.9045 -4.6520 -0.8901
C -1.8270 -3.4404 -3.0885
O -0.3846 -2.8635 -1.3029
Si 0.3663 -1.7327 -0.4093
S 0.2038 0.0950 -1.5037
O 1.9281 -2.1817 -0.2987
C 2.8439 -2.8415 -1.1975
C 2.7982 -2.1701 -2.5626
C 4.2140 -2.6755 -0.5583
C 2.4737 -4.3153 -1.2999
O -0.2242 -1.5641 1.0972
C 0.1373 -2.2058 2.3394
C 0.5045 -3.6690 2.1196
C 1.3093 -1.4450 2.9344
C -1.0993 -2.0975 3.2187
H -3.7511 -2.6339 -1.2682
H -2.5768 -1.3244 -1.4933
H -2.6324 -2.2204 0.0399
H -2.8909 -5.0647 -1.1038
H -1.8034 -4.5438 0.1907
H -1.1500 -5.3588 -1.2359
H -2.8019 -3.8346 -3.3775
H -1.0574 -4.1189 -3.4565
H -1.6893 -2.4683 -3.5646
H 2.9975 -1.1014 -2.4697
H 1.8193 -2.2960 -3.0280
H 3.5461 -2.6103 -3.2234
H 4.4612 -1.6160 -0.4649
H 4.9816 -3.1594 -1.1625
H 4.2239 -3.1230 0.4360
H 1.4821 -4.4357 -1.7303
H 2.4822 -4.7769 -0.3115
H 3.1943 -4.8390 -1.9297
H 1.4287 -3.7627 1.5542
H -0.2878 -4.1837 1.5743
H 0.6313 -4.1656 3.0823
H 2.1510 -1.4504 2.2390
H 1.6330 -1.8969 3.8732
H 1.0077 -0.4180 3.1314
H -1.9309 -2.6432 2.7702
H -1.3942 -1.0519 3.3291
H -0.9078 -2.5144 4.2080

(3)
Formula: C37H46N4ORhS2Sb
Source: the Open Molecules 2025 dataset
Level of theory: ωB97M-V/def2-TZVPD

Summary:
E_tot: -78340.5363 eV
Kohn-Sham gap: 7.4 eV

Positions of all 92 atoms, in Å:
Rh -0.0561 -0.0663 0.2865
C 4.2906 0.3273 0.5808
C 2.8486 0.1426 0.9917
N 1.9440 0.0076 0.0634
N 2.4367 -0.0403 -1.2478
C 1.5819 0.0549 -2.1952
S -0.1131 0.3384 -1.9907
S 2.2460 -0.0095 -3.8412
C 2.2698 1.7988 -4.1785
C 3.3734 2.5038 -3.4504
C 4.6074 2.7151 -4.0563
C 5.6216 3.3785 -3.3814
C 5.4161 3.8269 -2.0832
C 4.1952 3.5993 -1.4629
C 3.1791 2.9447 -2.1443
C 2.5468 0.1254 2.4145
C 3.6245 0.1968 3.3353
C 3.4395 0.2853 4.6851
C 2.1324 0.3175 5.2013
C 1.0645 0.2042 4.3603
C 1.2329 0.0482 2.9574
O 0.1668 -0.2162 2.2785
H 4.3546 0.6062 -0.4623
H 4.8461 -0.6046 0.7108
H 4.7630 1.0995 1.1825
H 1.2906 2.1751 -3.8875
H 2.3847 1.8638 -5.2590
H 4.7715 2.3633 -5.0688
H 6.5723 3.5504 -3.8701
H 6.2019 4.3552 -1.5588
H 4.0303 3.9358 -0.4462
H 2.2214 2.7788 -1.6630
H 4.6385 0.1631 2.9649
H 4.2937 0.3316 5.3467
H 1.9718 0.4017 6.2693
H 0.0474 0.1851 4.7302
C -2.2758 -2.2901 3.7126
C -1.8772 -2.5754 2.2616
C -3.0185 -2.2834 1.3189
C -4.0485 -3.2171 1.2353
C -5.1915 -2.9679 0.4984
C -5.3044 -1.7690 -0.1839
C -4.2898 -0.8183 -0.1511
C -4.4236 0.3793 -1.0662
C -3.7952 0.0716 -2.4301
C -3.1380 -1.0824 0.6126
N -2.1182 -0.0769 0.6965
C -2.4500 1.0528 1.2299
C -1.5393 2.1174 1.2289
C -1.6260 3.4211 1.7183
C -0.4074 4.0293 1.4165
C 0.3671 3.0705 0.7529
N -0.3157 1.9293 0.6296
H -1.4450 -2.5028 4.3872
H -3.1318 -2.8974 4.0132
H -2.5491 -1.2396 3.8297
H -1.6005 -3.6299 2.1645
H -1.0102 -1.9682 2.0268
H -3.9487 -4.1482 1.7835
H -5.9882 -3.6999 0.4598
H -6.1968 -1.5570 -0.7623
H -3.9516 1.2704 -0.6578
H -5.4835 0.6053 -1.1951
H -2.7249 -0.1033 -2.3220
H -3.9407 0.9035 -3.1205
H -4.2396 -0.8273 -2.8611
H -3.4301 1.1791 1.6866
H -2.4743 3.8525 2.2271
H -0.1038 5.0394 1.6376
H 1.3681 3.1788 0.3622
C -1.5803 -5.2272 -0.4239
C -0.1268 -4.8782 -0.1062
Sb 0.4040 -2.8524 -0.6058
C 0.4464 -3.2018 -2.7275
C -0.8550 -2.8742 -3.4613
C 2.5386 -3.0724 -0.3652
C 3.0815 -4.4593 -0.7066
H -1.8104 -6.2409 -0.0867
H -1.7673 -5.1923 -1.4985
H -2.2779 -4.5478 0.0609
H 0.5536 -5.5048 -0.6830
H 0.0905 -5.0256 0.9534
H 0.6997 -4.2587 -2.8338
H 1.2704 -2.6136 -3.1334
H -1.6951 -3.4552 -3.0756
H -0.7537 -3.0910 -4.5269
H -1.1024 -1.8199 -3.3552
H 2.7880 -2.8004 0.6625
H 2.9717 -2.3209 -1.0236
H 2.7503 -5.2122 0.0092
H 4.1735 -4.4477 -0.6903
H 2.7739 -4.7757 -1.7051